12
Properties=species:S:1:pos:R:3:lowdin_charge:R:1 method="wB97M-V/def2-TZVPD" homo_lumo_gap_ha="0.139 / 0.279" energy_ha=-322.94410 charge=-1 de_lowest_kcal_mol=5.1 multiplicity=3 homo_ev="0.50 / -3.54"
C 0.1691 0.6402 -0.5031 -0.339
C -0.3053 -0.6393 -1.1218 -0.095
C 0.3298 0.8231 0.9314 -0.123
N 0.6452 1.5667 -1.3216 -0.500
O 1.1963 2.6253 -0.9204 -0.157
O 0.6383 1.3052 -2.6029 -0.193
H 0.0931 -1.6231 -0.7465 0.060
H -1.4143 -0.7647 -0.8290 0.077
H -0.2358 -0.6174 -2.2154 0.055
H 0.6879 -0.1164 1.3510 0.045
H -0.6112 1.0405 1.6459 0.077
H 0.9437 1.7422 1.2902 0.091